C3H5NdO2 as an isolated structure. Source: OMol25; level of theory: ωB97M-V/def2-TZVPD.

The value obtained for the molar mass is 217.3 g mol⁻¹. As for the spin multiplicity: 5. Its total charge is +1. The value obtained for the LUMO energy (spin up / spin down) is -5.8 / -5.0 eV. The energy relative to the best compared isomer or geometry (same formula, charge and spin) is 24.9 kcal per mole. Its HOMO energy (spin up / spin down) is -11.6311 / -12.5479 eV.

Positions of all 11 atoms, in Å:
H (0.513, 1.664, 0.598)
O (-0.044, -1.040, -0.268)
C (-0.139, 0.022, -0.990)
O (-1.289, 0.638, -0.766)
C (-1.583, 1.236, 0.462)
H (-2.428, 1.916, 0.351)
H (-1.954, 0.501, 1.179)
C (1.384, -1.468, -0.103)
H (1.409, -1.901, 0.909)
H (1.524, -2.301, -0.809)
Nd (2.608, 0.732, -0.562)



A 13-piece molecular cluster, C2H31NO12 overall. Source: OMol25; level of theory: ωB97M-V/def2-TZVPD.

The value obtained for the molar mass is 261.3 g mol⁻¹. As for the spin multiplicity: 1. Its total charge is 0. The value obtained for the LUMO energy is -0.1 eV. Its HOMO energy is -9.0804 eV.

Positions of all 46 atoms, in Å:
C (-1.609, -0.725, -3.550)
N (-0.649, -0.269, -2.546)
C (-0.101, -1.418, -1.843)
H (-1.145, -1.392, -4.275)
H (-2.549, -1.062, -3.108)
H (-1.897, 0.112, -4.200)
H (-1.202, 0.180, -1.823)
H (-0.808, -2.245, -1.641)
H (0.282, -1.166, -0.851)
H (0.662, -2.038, -2.340)
H (-0.951, 0.682, 2.667)
H (-0.532, 1.497, 1.371)
O (-1.276, 1.248, 1.956)
H (1.757, 0.263, 3.332)
H (2.635, -0.932, 3.110)
O (2.685, 0.025, 3.191)
H (-1.165, 3.177, 1.920)
H (-1.517, 4.177, 0.872)
O (-1.098, 4.129, 1.735)
H (2.961, -0.024, -1.161)
H (1.872, -0.660, -2.021)
O (2.634, -0.064, -2.068)
H (2.053, 1.678, -1.943)
H (1.240, 2.142, -3.073)
O (1.699, 2.516, -2.308)
H (-3.468, -0.337, 0.059)
H (-2.080, 0.220, 0.574)
O (-2.605, -0.583, 0.394)
H (0.476, 2.364, -0.679)
H (1.106, 3.235, 0.377)
O (0.447, 2.538, 0.283)
H (0.110, -1.424, 2.528)
H (-0.022, -1.427, 4.128)
O (0.031, -0.893, 3.334)
H (-1.000, -3.840, 1.387)
H (-1.501, -2.426, 1.082)
O (-0.754, -2.912, 1.472)
H (1.809, -3.486, 1.999)
H (2.427, -3.517, 0.603)
O (2.515, -3.098, 1.468)
H (-1.772, 2.607, -0.610)
H (-2.942, 2.693, -1.609)
O (-2.365, 2.072, -1.155)
H (1.774, 0.240, 1.166)
H (2.201, -1.268, 1.098)
O (1.633, -0.591, 0.701)



Number 1: maximum force 0.0525 hartree/bohr, calculated total energy -22548.396 eV. Number 2: maximum force 0.0358 hartree/bohr, calculated total energy -28637.736 eV.